112
Properties=species:S:1:pos:R:3:forces:R:3:mulliken_charge:R:1 method="wB97M-V/def2-TZVPD" gap_ev=9.135 e_homo_ev=-8.6 smiles="COCCNCCOC.COCCNCCOC.COCCNCCOC.NC(N)=O.NC(N)=O.NC(N)=O.NC(N)=O.NC(N)=O"
C -15.275153 19.892911 -0.737391 -1.737 -0.375 -3.062 -0.3625
O -16.520406 20.216817 -0.179847 0.192 -0.625 0.014 0.0302
C -16.400071 21.185066 0.776045 0.217 0.961 1.643 -0.4002
C -17.738049 21.438966 1.429597 0.348 1.375 1.603 -1.1919
N -18.856287 21.722342 0.630943 -2.245 -1.082 -0.782 -0.0407
C -18.885689 22.934066 -0.103977 0.109 -0.055 -1.013 -0.3275
C -20.123693 23.138562 -0.928671 -1.385 -3.013 -0.286 -0.9625
O -20.226343 22.086268 -1.946179 0.367 0.121 0.318 -0.1567
C -21.026733 22.307301 -3.118921 0.803 1.857 0.762 -0.5805
H -14.518581 19.744158 -0.051129 1.630 0.082 1.802 0.5313
H -14.969916 20.606801 -1.559331 -0.246 -0.584 0.883 0.2434
H -15.495872 18.913685 -1.157054 0.541 0.072 -0.579 -0.3706
H -16.155341 22.145627 0.312374 0.605 0.101 -0.119 0.3328
H -15.606226 20.949588 1.586147 -1.071 0.251 -1.176 0.2981
H -17.600362 22.355709 2.035843 0.227 -0.238 0.012 0.4190
H -18.085351 20.740381 2.162870 0.391 -1.084 0.355 0.4104
H -19.189511 20.933857 0.079349 0.392 0.272 0.031 0.0791
H -18.001732 22.966428 -0.741653 0.138 0.728 -0.309 0.2853
H -18.955156 23.764971 0.567959 0.645 0.699 0.680 0.3292
H -20.145713 24.076935 -1.387854 0.186 1.613 -0.822 0.5064
H -21.024081 23.045019 -0.283853 0.401 0.145 -0.150 0.3385
H -20.854560 23.381972 -3.456107 -0.253 -1.231 0.071 0.3171
H -22.089530 22.188346 -2.907021 -0.076 -0.153 -0.055 0.2618
H -20.686476 21.603300 -3.877785 -0.232 0.051 0.048 0.0678
C -15.959569 16.252698 -0.981011 1.831 -0.324 -1.808 -0.0950
O -15.155604 15.633563 0.029746 0.176 1.116 -1.029 -0.4253
C -14.012092 15.089434 -0.611807 -0.840 -2.020 -1.021 -0.1697
C -13.010498 14.553529 0.412026 0.071 0.286 -0.462 -1.0881
N -13.225248 13.238406 1.017755 -1.165 0.518 -0.132 -0.2392
C -14.618435 13.007716 1.381740 -0.727 -0.653 1.276 -0.3857
C -14.850770 11.681442 2.186823 1.045 0.792 -0.609 -0.6269
O -14.480056 11.780916 3.536260 0.596 0.060 0.501 -0.3673
C -13.070690 11.598513 3.802243 -1.338 0.493 -1.042 -0.6230
H -16.495923 15.571208 -1.665442 0.222 -0.263 0.552 0.3860
H -15.325937 16.889603 -1.698223 -0.656 -0.728 1.087 0.0506
H -16.657600 16.874852 -0.530958 -1.241 1.062 0.958 -0.1766
H -13.521563 15.774474 -1.349992 -0.388 -0.076 0.782 0.4311
H -14.465670 14.249701 -1.230009 0.997 0.511 0.240 0.2691
H -12.984009 15.367394 1.145716 0.307 -0.407 0.402 0.2987
H -12.037191 14.459448 -0.069913 0.101 0.429 -0.012 0.4272
H -12.984283 12.532244 0.349373 0.375 -0.313 -0.434 0.2763
H -15.410067 12.998467 0.580286 1.005 0.218 0.157 0.2845
H -14.901690 13.821231 2.085122 -0.008 -0.443 -0.438 0.2686
H -14.385272 10.760866 1.746241 -0.224 0.723 -0.065 0.3298
H -15.914966 11.583180 2.157199 -0.767 -0.463 0.231 0.3450
H -12.469376 12.402269 3.376739 -0.067 0.181 0.256 0.2307
H -12.772039 10.697539 3.304196 0.423 -0.822 -0.119 0.3000
H -12.991482 11.507683 4.864228 0.256 0.014 0.581 0.2342
C -14.373805 11.933728 -8.311392 -0.396 0.324 -0.154 -0.8567
O -15.073312 13.059479 -8.790735 1.102 0.620 -0.816 -0.2131
C -14.374460 13.638066 -9.918935 -2.177 0.982 0.946 -0.7866
C -14.990057 15.060354 -10.114154 1.235 -1.997 -1.612 -0.6707
N -14.670687 15.879101 -9.010261 1.197 1.812 -0.725 -0.2233
C -15.205347 17.217646 -9.234675 0.406 0.317 -0.807 -0.3368
C -15.501230 17.906610 -7.916426 -0.563 -0.724 -0.072 0.7423
O -16.304481 19.026437 -8.156680 -0.982 1.007 -0.006 -0.3627
C -15.739535 20.077231 -8.935701 -1.119 1.316 0.193 -0.8841
H -13.352547 12.169998 -7.972122 0.064 -0.116 -0.697 0.3282
H -14.470249 11.086170 -9.014553 0.502 0.253 0.287 0.2931
H -14.897246 11.730974 -7.421722 -0.693 -0.916 1.193 0.2809
H -14.521605 12.970738 -10.753048 0.038 -0.053 -0.652 0.4466
H -13.334406 13.743511 -9.681374 0.734 0.059 0.084 0.3759
H -16.061295 15.017862 -10.334162 -0.270 -0.286 0.105 0.3956
H -14.530713 15.462097 -11.045966 -0.138 -0.002 0.562 0.4223
H -15.039843 15.518729 -8.172450 -0.551 -0.666 1.105 0.1259
H -16.169035 17.058528 -9.770612 0.137 0.684 0.304 0.3188
H -14.568384 17.888564 -9.933431 -0.637 -1.341 1.092 0.2024
H -14.651448 18.216155 -7.299312 0.318 -0.272 -0.314 0.2870
H -16.104782 17.156730 -7.328536 0.397 1.077 -0.335 -0.8279
H -16.075356 21.107035 -8.519469 0.688 -1.799 -0.322 0.2572
H -16.110233 20.082102 -9.982833 0.163 -0.366 0.484 0.2775
H -14.662905 19.993995 -8.956805 0.414 0.224 0.111 0.3751
N -20.778193 18.324359 -6.704533 1.303 -0.433 -0.795 -0.5255
C -21.118939 18.259796 -5.375660 -0.687 0.781 -0.430 0.4187
N -21.692128 17.119818 -5.005046 0.430 -1.211 -1.015 -0.2966
O -21.075851 19.252552 -4.644953 0.330 0.402 0.204 -0.6185
H -20.334429 17.499650 -7.144897 -0.746 0.158 0.615 0.3192
H -20.207730 19.125869 -6.908784 -0.130 0.300 0.026 0.2611
H -21.460400 16.324650 -5.610807 -0.342 -0.025 0.697 0.2590
H -22.043640 17.038533 -4.079917 -0.017 -0.329 0.499 0.2597
N -17.582695 15.077501 -7.020300 -1.748 1.105 1.980 0.0025
C -18.646041 15.456446 -6.230739 -0.713 -0.488 -1.963 0.5092
N -18.394914 15.941299 -5.018923 0.097 0.139 0.773 0.2288
O -19.791221 15.376750 -6.705111 -0.429 0.471 0.179 -0.8414
H -16.754423 14.975960 -6.527233 2.108 -0.621 0.426 0.0270
H -17.724020 14.974859 -7.975899 -0.182 -0.499 -1.438 0.0786
H -17.452456 15.912806 -4.667911 -0.056 0.007 0.254 -0.1156
H -19.162787 16.132038 -4.377984 0.458 -0.089 -0.142 0.1564
N -13.401786 14.391220 -5.054601 -1.092 0.016 -0.197 -0.5900
C -14.588618 15.147025 -5.102299 -0.004 -1.304 0.078 0.7916
N -14.571184 16.496828 -5.155689 0.324 -0.410 0.010 0.1570
O -15.636152 14.523179 -5.055286 -0.905 -0.074 -0.002 -0.7765
H -12.608500 14.906310 -5.289267 1.647 0.722 -0.388 0.1992
H -13.413779 13.461373 -5.506795 -0.488 1.074 0.574 0.2294
H -13.705725 16.971333 -5.273253 0.358 0.407 0.015 0.2081
H -15.434011 17.054738 -5.103463 0.446 -0.242 0.244 -0.0202
N -20.830605 18.646530 -1.847604 1.036 -0.685 0.240 -0.3223
C -19.757526 17.851464 -1.440052 -0.284 -1.517 -1.127 0.4439
N -19.322736 18.028353 -0.155665 -1.581 1.818 0.989 -0.2723
O -19.274146 16.943253 -2.135990 -0.347 1.201 0.154 -0.5316
H -21.035655 18.700941 -2.884450 0.452 0.407 1.433 0.0613
H -20.974139 19.440624 -1.229331 -0.274 0.046 -0.858 0.2426
H -18.451586 17.698412 0.209286 0.038 -0.291 -0.314 0.1483
H -19.872070 18.670742 0.443955 0.916 -0.775 -0.571 0.2130
N -17.828366 19.827922 -5.676543 -0.979 0.843 0.884 -0.3388
C -17.392546 19.349836 -4.473175 -0.572 -1.477 1.401 0.5603
N -18.029440 19.868692 -3.335122 0.621 0.421 -2.420 0.1238
O -16.531412 18.438203 -4.393304 -0.840 1.687 0.052 -0.6346
H -17.566318 19.298852 -6.470780 0.642 -0.477 -0.791 0.1391
H -18.800657 20.136929 -5.703495 0.523 0.037 0.264 0.1172
H -18.862812 20.448391 -3.354176 0.381 -0.198 -0.364 0.0369
H -17.897754 19.399839 -2.487955 0.507 -0.815 1.150 -0.2668

17
Properties=species:S:1:pos:R:3:forces:R:3:nbo_charge:R:1 method="wB97M-V/def2-TZVPD" gap_ev="8.166 / 6.988" e_homo_ev="-9.1 / -7.8"
C 1.090097 -1.050971 0.385386 2.795 -0.387 1.124 -0.6696
C 0.937727 1.340924 -0.691848 -2.876 -0.370 2.323 -0.6130
C 0.403482 0.246309 0.285213 -1.287 0.560 -1.442 0.0163
N 0.267460 0.748065 1.552517 -0.021 3.806 -0.742 -0.7863
O -2.347466 1.066756 -0.080080 -0.761 1.325 0.280 -1.0647
O -2.061028 -1.401659 0.036152 -0.367 -2.249 0.405 -1.0039
P -1.525496 -0.049013 -0.503423 1.676 0.640 -1.450 1.7495
H 2.164314 -0.892709 0.728431 -1.209 0.172 0.001 0.2271
H 1.277861 -1.552809 -0.488010 0.036 -0.850 -2.867 0.2254
H 0.726998 -1.866405 0.997832 -0.800 0.470 0.704 0.2332
H 1.944919 1.262014 -0.637032 3.346 0.055 -0.284 0.2129
H 0.624673 2.330826 -0.298242 0.100 -0.601 -0.449 0.2205
H 0.528955 1.158336 -1.644694 -0.096 0.033 -1.343 0.2226
H -0.227001 1.654801 1.587981 0.417 -0.788 0.037 0.3871
H -0.077118 0.157885 2.215418 -1.024 -2.060 2.164 0.3717
H -1.746768 -2.013700 -0.656002 -0.393 -0.458 0.420 0.5114
H -1.981606 -1.138642 -2.789601 0.463 0.702 1.117 -0.2402

31
Properties=species:S:1:pos:R:3:forces:R:3:nbo_charge:R:1 method="wB97M-V/def2-TZVPD" gap_ev=3.937 e_homo_ev=-13.3 charge=+2
Ca 1.676647 1.333649 1.787982 -0.895 -0.325 1.059 1.8945
Ca -2.929361 0.070301 -3.060916 0.469 -0.063 2.258 1.9489
Ca 0.896998 -3.149903 -0.453320 0.162 1.185 1.121 1.9081
N 3.762592 -1.432012 0.894674 2.240 -0.279 0.994 0.7396
O 2.915390 -2.151981 0.302159 -1.306 -0.264 -0.292 -0.6916
O 3.397006 -0.398932 1.544604 -1.415 0.612 -0.434 -0.6824
O 4.936005 -1.736461 0.902520 -1.197 0.203 -0.339 -0.3038
N -1.314129 2.187611 3.443620 -2.116 2.080 2.832 0.7129
O -2.172841 1.355794 3.711783 1.081 -0.126 -1.009 -0.4038
O -0.402264 1.954256 2.567565 2.349 -1.177 -1.485 -0.8236
O -1.303874 3.301006 4.007545 0.584 -1.355 -1.156 -0.4253
N -0.015541 0.289718 -0.860366 -1.705 -1.425 2.601 0.7682
O 0.377991 1.225732 -0.154345 1.161 -0.162 -0.772 -0.5423
O -1.092809 0.473729 -1.472450 -0.119 -0.305 -1.901 -0.6300
O 0.441487 -0.863855 -0.689903 -0.022 1.574 -1.238 -0.5453
N -2.222417 -2.799960 1.479809 -1.881 -1.749 1.395 0.7063
O -2.589585 -3.929222 1.822810 0.819 1.115 -0.515 -0.4000
O -1.245976 -2.691414 0.652510 1.916 0.187 -1.409 -0.7961
O -2.801979 -1.783190 1.868784 0.537 0.217 -0.897 -0.4538
O 2.419901 -2.060600 -2.508321 -0.803 -0.257 -0.056 -0.9782
H 2.840922 -1.196910 -2.412994 0.156 -0.212 0.223 0.5051
H 2.078841 -2.068446 -3.411083 0.301 -0.088 -0.091 0.4868
O -3.470373 -1.098622 -0.969899 0.125 0.335 -0.989 -1.0806
H -3.139113 -0.803839 -0.092465 0.006 -0.237 0.152 0.5576
H -3.776908 -2.007363 -0.821890 -0.092 0.200 0.125 0.5326
O -0.946221 3.745887 0.038072 0.292 -0.224 -0.256 -0.9405
H -0.491923 2.891830 0.064632 -0.412 0.553 0.128 0.4552
H -0.404969 4.351456 0.558231 -0.274 0.020 0.054 0.4788
O 1.412548 2.704580 -2.911855 -0.307 -0.373 0.000 -0.9082
H 1.407621 2.091901 -3.655823 0.231 0.196 -0.079 0.4597
H 1.756328 2.195250 -2.171662 0.113 0.144 -0.024 0.4511